Entry from the OMol25 dataset: a 3-piece molecular cluster, C29H39Cl4NO8S overall at a distorted geometry (the ωB97M-V functional and the def2-TZVPD basis).

Geometry as XYZ:
```
82
Properties=species:S:1:pos:R:3:mulliken_charge:R:1
C 1.9268 -3.4502 1.7491 -1.43
C 1.4169 -3.0080 0.3763 -0.05
C 2.3514 -2.0054 -0.3238 -0.80
C 1.9486 -1.7858 -1.7923 0.46
C 3.2231 -1.9873 -2.6536 -1.95
C 1.4372 -0.3642 -2.0933 -0.25
O 2.2304 0.6054 -1.3768 -0.48
S 2.0953 2.0430 -2.1894 0.34
O 3.3802 2.6765 -2.0733 -0.59
O 1.1642 2.8242 -1.1380 -0.22
C -0.2126 2.3952 -1.1431 -1.74
C -0.5175 0.9290 -0.8375 2.23
C -2.0854 0.8911 -0.7925 -1.33
C -2.8437 1.0981 -2.1045 -1.24
O -3.5343 -0.0880 -2.5361 -0.40
C -4.5486 -0.4587 -1.7075 0.63
O -5.2583 0.3361 -1.1228 -0.59
C -4.7040 -1.9448 -1.5548 -0.50
C -3.9577 -2.4224 -0.2929 -0.24
C -0.0757 0.4278 0.5756 0.23
C 0.8954 1.2600 1.4127 0.78
C 0.2223 2.4256 2.1287 -1.57
O 1.3844 0.4237 2.4860 -0.67
C -0.0852 -0.0895 -1.9348 -0.67
O -0.7944 -1.3006 -1.6345 -0.05
N -1.1606 -1.9389 -2.8226 0.04
O -1.5463 -3.0147 -2.6097 -0.32
H 1.4087 -4.3546 2.0579 0.41
H 1.7362 -2.6773 2.4934 0.32
H 2.9955 -3.6422 1.6787 0.32
H 1.3855 -3.8882 -0.2733 0.50
H 0.3956 -2.6284 0.4044 -0.12
H 3.3559 -2.4217 -0.2621 0.72
H 2.3622 -1.0705 0.2332 0.31
H 1.2447 -2.5376 -2.1321 0.30
H 3.4971 -3.0414 -2.6191 0.44
H 4.0477 -1.4333 -2.2088 0.39
H 3.0721 -1.6909 -3.6891 0.47
H 1.6698 -0.2062 -3.1472 0.78
H -0.6492 2.6779 -2.1051 0.44
H -0.6997 3.0194 -0.4032 0.52
H -2.4202 0.0053 -0.2653 0.46
H -2.3558 1.7292 -0.1447 0.70
H -2.2259 1.4130 -2.9395 0.58
H -3.5893 1.8792 -1.9628 0.37
H -5.7593 -2.2017 -1.5092 0.42
H -4.2967 -2.4807 -2.4116 0.33
H -2.9019 -2.5453 -0.5260 -0.16
H -4.3464 -3.3818 0.0347 0.51
H -4.0341 -1.6723 0.4923 -0.17
H -0.9506 0.2701 1.2072 0.37
H 0.3680 -0.5556 0.4412 -1.35
H 1.7756 1.5794 0.8638 0.21
H -0.6470 2.8055 1.6003 0.34
H 0.9278 3.2096 2.3858 0.29
H -0.1482 2.0196 3.0715 0.46
H 1.6984 -0.3986 2.1072 0.28
H -0.4424 0.2161 -2.9192 0.93
Cl -3.9621 -0.8502 3.0715 -0.08
C -5.4725 -1.4056 3.7056 0.16
C -5.8201 -1.1888 5.0313 0.49
Cl -4.7672 -0.3466 6.1119 -0.20
C -7.0368 -1.6527 5.5102 -0.48
C -7.9037 -2.3274 4.6681 -0.42
C -7.5573 -2.5393 3.3408 -0.69
C -6.3432 -2.0790 2.8614 -0.25
H -7.3027 -1.4835 6.5439 0.41
H -8.8501 -2.6870 5.0480 0.37
H -8.2328 -3.0625 2.6781 0.37
H -6.0690 -2.2400 1.8285 0.29
Cl 10.4089 5.0978 -1.3967 -0.20
C 8.7761 4.5385 -1.2710 0.22
C 8.0458 4.6949 -0.1017 0.34
Cl 8.7269 5.4669 1.2888 -0.20
C 6.7406 4.2281 -0.0340 -0.62
C 6.1622 3.6085 -1.1296 -0.21
C 6.8937 3.4573 -2.2996 -0.62
C 8.1967 3.9205 -2.3697 -0.40
H 6.1773 4.3516 0.8803 0.41
H 5.1476 3.2446 -1.0753 0.55
H 6.4460 2.9770 -3.1592 0.40
H 8.7693 3.8035 -3.2790 0.39
```

Calculated values
calculated total energy = -109497.447 eV
LUMO = -0.3 eV
maximum force = 1.73 eV/A
gap between HOMO and LUMO = 8.6 eV